one) The following is a quantum chemistry calculation of a 2-piece molecular cluster, C2H4N2O3 overall, from the OMol25 dataset.

As for the highest occupied orbital energy (spin up / spin down): -9.1506 / -9.1491 eV. As for the frontier orbital gap (spin up / spin down): 7.03 / 7.03 eV.

```
11
Properties=species:S:1:pos:R:3:nbo_charge:R:1
N -0.94983 -0.20602 0.11068 -0.303
C -0.32876 0.53066 1.22879 0.838
C 1.70782 -0.54179 -1.17628 -0.206
O 0.93339 0.51046 1.11250 -0.542
O -2.23691 0.18750 -0.21036 -0.528
N 0.97786 0.43153 -0.90597 0.018
O -1.07648 1.15309 1.96593 -0.621
H -2.29958 1.01837 0.32107 0.490
H -0.89834 -1.21844 0.20094 0.369
H 2.31678 -0.43238 -2.08389 0.250
H 1.85405 -1.43299 -0.56340 0.234
```

=====

two) The following is a quantum chemistry calculation of one molecule with the formula C2H4N2O3, from the OMol25 dataset.

As for the SMILES: ONC1=NOCO1. As for the highest occupied orbital energy: -8.8372 eV. As for the frontier orbital gap: 9.33 eV.

```
11
Properties=species:S:1:pos:R:3:nbo_charge:R:1
O 2.34359 -0.07154 0.46239 -0.549
N 1.52811 0.49637 -0.49046 -0.334
C 0.26674 0.37152 -0.11719 0.573
N -0.52303 1.35678 0.19727 -0.205
O -1.76600 0.78880 0.09273 -0.388
C -1.65338 -0.60541 0.08657 0.206
O -0.31612 -0.82390 -0.20582 -0.488
H 2.64493 -1.07881 0.02102 0.475
H 1.61731 1.51978 -0.44547 0.372
H -2.41227 -0.92810 -0.73184 0.187
H -1.72989 -1.02548 1.13080 0.151
```

=====

It is two) that is the most stable of them.

=====

one) The following is a quantum chemistry calculation of an isolated ion of composition C3H7N2S and charge +1, from the OMol25 dataset.

Its total charge is +1. As for the highest occupied orbital energy (spin up / spin down): -13.9353 / -13.8808 eV. As for the frontier orbital gap (spin up / spin down): 7.89 / 7.85 eV.

```
13
Properties=species:S:1:pos:R:3:nbo_charge:R:1
C 0.54624 1.06893 1.11657 0.356
C 0.45409 -0.74213 -0.32134 -0.249
C -0.66390 0.15439 -0.76635 -0.199
N -0.19294 1.47524 -0.86706 -0.523
N 1.05622 0.00178 0.78023 -0.486
S -1.88979 0.09518 0.66247 0.072
H 0.84790 1.86076 1.77796 0.254
H 0.04642 -1.65516 -0.02709 0.244
H 1.15111 -0.83846 -1.05680 0.245
H -1.19330 -0.33681 -1.60539 0.292
H -0.99321 2.15852 -1.05888 0.393
H 1.77171 -0.58528 1.21863 0.462
H -1.78204 1.39971 0.83406 0.138
```

=====

two) The following is a quantum chemistry calculation of an isolated ion of composition C3H7N2S and charge +1, from the OMol25 dataset.

Its total charge is +1. As for the SMILES: S[C@H]1NC=C[NH2+]1. As for the highest occupied orbital energy: -13.4067 eV. As for the frontier orbital gap: 9.93 eV.

```
13
Properties=species:S:1:pos:R:3:nbo_charge:R:1
S -0.43436 0.70933 2.08480 -0.019
C 0.40907 -0.24857 0.70705 0.016
N -0.44386 -1.19339 0.07238 -0.606
C -0.94720 -0.65901 -1.08577 0.056
C -0.29955 0.45236 -1.43009 -0.201
N 0.71663 0.73697 -0.39501 -0.531
H 0.48155 0.48982 3.02355 0.163
H 1.31522 -0.70220 1.11012 0.248
H -0.97136 -1.84647 0.63030 0.440
H -1.73481 -1.15102 -1.62301 0.264
H -0.39385 1.09631 -2.27730 0.261
H 1.66360 0.61449 -0.77761 0.446
H 0.63892 1.70137 -0.03939 0.462
```

=====

three) The following is a quantum chemistry calculation of an isolated ion of composition C3H7N2S and charge +1, from the OMol25 dataset.

Its total charge is +1. As for the SMILES: S[C@@H]1C[NH+]=CN1. As for the highest occupied orbital energy: -13.5175 eV. As for the frontier orbital gap: 9.06 eV.

```
13
Properties=species:S:1:pos:R:3:nbo_charge:R:1
S -2.15232 0.03765 0.49231 -0.070
C -0.63466 0.02823 -0.68822 -0.146
C 0.38310 -1.07967 -0.19188 -0.238
N 1.20313 -0.31580 0.82233 -0.481
C 1.01383 0.96785 0.70769 0.401
N 0.02086 1.26277 -0.38451 -0.567
H -3.05501 -0.76142 -0.29167 0.186
H -0.71137 0.04863 -1.74866 0.255
H -0.16399 -2.03398 0.14030 0.272
H 1.01316 -1.40778 -0.94931 0.231
H 2.03691 -0.51609 1.39793 0.463
H 1.51370 1.67696 1.28754 0.247
H -0.46733 2.09267 -0.59385 0.445
```

=====

It is two) that is the most stable of them.

=====

one) The following is a quantum chemistry calculation of an isolated ion of composition C10H16N and charge +1, from the OMol25 dataset.

Its total charge is +1. As for the highest occupied orbital energy: -13.0171 eV. As for the frontier orbital gap: 7.66 eV.

```
27
Properties=species:S:1:pos:R:3:nbo_charge:R:1
C -1.17531 -0.52070 0.62204 -0.532
C -0.75160 -1.38584 -0.52329 0.467
C 0.57012 -1.95188 -0.50489 -0.557
C -2.23068 0.39130 -1.79645 -0.395
C 1.58356 -0.67787 -0.51049 -0.148
C -0.34733 0.71749 -0.00492 0.014
C -1.18905 -0.73469 -1.85345 -0.307
C -0.70040 0.64612 -1.57890 -0.226
C 0.65913 1.50147 2.29070 -0.633
C 1.54106 0.51349 1.45647 -0.236
N 1.03958 0.38599 0.15611 -0.410
H -0.78168 -0.88510 1.58553 0.256
H 0.61900 -2.60666 0.47058 0.275
H 0.80877 -2.44046 -1.47973 0.275
H -2.58198 0.67621 -2.84007 0.266
H -2.80341 0.54138 -0.93772 0.223
H 2.49723 -1.09270 -0.13808 0.254
H 1.76332 -0.31869 -1.63471 0.233
H -0.64796 1.63343 0.42220 0.261
H -2.27643 -0.40305 0.61855 0.277
H -0.97234 -1.19248 -2.79788 0.268
H -0.21240 1.54474 -1.98065 0.278
H 0.98810 1.43949 3.39565 0.251
H 0.67016 2.54947 1.89954 0.233
H -0.37087 1.01744 2.30638 0.194
H 1.79508 -0.39436 1.98261 0.199
H 2.50631 1.04646 1.37487 0.217
```

=====

two) The following is a quantum chemistry calculation of an isolated ion of composition C10H16N and charge +1, from the OMol25 dataset.

Its total charge is +1. As for the SMILES: C=C/C=C1/CCCC1=[N+](C)C. As for the highest occupied orbital energy: -13.2749 eV. As for the frontier orbital gap: 9.03 eV.

```
27
Properties=species:S:1:pos:R:3:nbo_charge:R:1
C 2.74841 0.99724 -0.59195 -0.343
C 1.71744 1.40585 -1.39868 -0.249
C 0.43660 1.70706 -0.96244 -0.127
C -0.40799 0.92122 -0.35254 -0.101
C -1.74482 1.58244 0.15511 -0.412
C -1.77683 1.31717 1.67011 -0.375
C -1.22922 -0.23921 1.62326 -0.515
C -0.45087 -0.37653 0.34918 0.453
N -0.00252 -1.49826 -0.16246 -0.265
C -0.03361 -2.70044 0.63000 -0.420
C 0.65777 -1.58812 -1.45300 -0.428
H 2.59193 1.00226 0.43081 0.195
H 3.71951 0.92731 -0.99825 0.223
H 1.80416 1.45027 -2.55865 0.243
H 0.17095 2.77472 -1.02570 0.244
H -2.54593 1.32326 -0.42238 0.222
H -1.56418 2.70536 0.01486 0.223
H -1.08212 2.03046 2.11413 0.225
H -2.82691 1.29566 2.24941 0.247
H -0.53754 -0.45681 2.44404 0.264
H -2.20610 -0.77576 1.54305 0.268
H -0.42444 -3.45480 -0.09301 0.233
H 1.12458 -2.95311 0.83725 0.244
H -0.72361 -2.52256 1.43873 0.237
H 0.86653 -0.61378 -1.92282 0.249
H 1.61606 -2.15792 -1.44368 0.239
H 0.10274 -2.10297 -2.11434 0.225
```

=====

It is two) that is the most stable of them.

=====

one) The following is a quantum chemistry calculation of a 2-piece molecular cluster, C4H11N2 overall, from the OMol25 dataset.

As for the spin multiplicity: 2. Its total charge is +2. As for the highest occupied orbital energy (spin up / spin down): -17.2630 / -17.2626 eV. As for the frontier orbital gap (spin up / spin down): 8.26 / 4.42 eV.

```
17
Properties=species:S:1:pos:R:3:nbo_charge:R:1
C 2.60602 -0.43004 -0.10593 -0.712
C 1.39625 0.24651 -0.50191 0.169
C 0.69132 1.00105 0.40088 -0.378
C -0.25714 1.96998 0.13671 0.364
N -0.45093 3.04034 0.99351 -0.826
N -3.37178 -3.35997 -0.84922 -0.297
H 3.48135 0.17554 -0.35660 0.310
H 2.69143 -1.42896 -0.54308 0.279
H 1.02493 0.38778 -1.51684 0.227
H -4.34829 -3.05516 -0.74942 0.438
H 0.95134 0.91429 1.45721 0.239
H -0.85522 2.06035 -0.77150 0.222
H -0.53468 2.74608 1.96994 0.411
H 0.29993 3.71909 0.87850 0.446
H -2.73375 -3.12376 -0.08321 0.420
H 2.58928 -0.61263 0.96918 0.249
H -3.18006 -4.25048 -1.32823 0.438
```

=====

two) The following is a quantum chemistry calculation of an isolated ion of composition C4H11N2 and charge +2, from the OMol25 dataset.

As for the spin multiplicity: 2. Its total charge is +2. As for the highest occupied orbital energy (spin up / spin down): -20.6352 / -20.5521 eV. As for the frontier orbital gap (spin up / spin down): 10.83 / 5.90 eV.

```
17
Properties=species:S:1:pos:R:3:nbo_charge:R:1
C -1.62634 1.39984 1.20415 -0.645
C -1.38813 -0.02440 0.70176 -0.378
C 0.09838 -0.43417 0.49342 -0.253
N 1.91279 -1.47551 -1.52139 -0.530
C 1.64181 -0.21458 -1.43143 0.394
N 0.69991 0.26510 -0.58769 -0.290
H -1.92102 2.04788 0.37711 0.244
H -2.39029 1.46069 1.97673 0.301
H -0.70540 1.83539 1.61189 0.233
H -1.98586 -0.16588 -0.20164 0.272
H -1.69783 -0.79860 1.42025 0.295
H 0.22296 -1.51922 0.54075 0.275
H 0.61127 -0.11728 1.42850 0.366
H 2.61945 -1.80424 -2.16940 0.483
H 1.31876 -2.21574 -1.16546 0.458
H 2.22241 0.52890 -1.96831 0.294
H 0.36714 1.23183 -0.70924 0.481
```

=====

It is two) that is the most stable of them.

=====

one) The following is a quantum chemistry calculation of a 2-piece molecular cluster, C3H6NO overall, from the OMol25 dataset.

Its total charge is +1. As for the highest occupied orbital energy: -16.9805 eV. As for the frontier orbital gap: 11.26 eV.

```
11
Properties=species:S:1:pos:R:3:nbo_charge:R:1
C -0.31462 0.10956 -0.73318 0.113
C 1.15414 -1.16125 0.90855 -0.413
C -2.47665 1.70293 -0.50113 0.481
N 0.74039 0.01872 0.08880 -0.403
O -2.81023 2.63147 -1.05599 -0.434
H -0.86151 -0.84159 -0.69607 0.232
H -0.34296 0.85237 -1.53480 0.257
H 0.14550 -1.72326 1.00017 0.233
H 2.08754 -1.79207 0.74428 0.283
H 1.36785 -0.65529 1.72438 0.219
H 1.31055 0.85842 0.05500 0.431
```

=====

two) The following is a quantum chemistry calculation of a 2-piece molecular cluster, C3H6NO overall, from the OMol25 dataset.

Its total charge is +1. As for the highest occupied orbital energy (spin up / spin down): -12.9651 / -11.8071 eV. As for the frontier orbital gap (spin up / spin down): 6.40 / 4.17 eV.

```
11
Properties=species:S:1:pos:R:3:nbo_charge:R:1
C -2.95050 -0.18376 -1.13522 0.654
C 0.09330 -0.46056 0.65650 0.152
C 2.39968 -0.09822 -0.43755 -0.254
N -2.82886 0.27815 -0.06733 -0.909
O 1.21900 0.16037 0.50683 -0.456
H 3.11844 -0.67597 0.29737 0.243
H 2.82584 0.84950 -0.76789 0.229
H 1.99147 -0.70252 -1.37958 0.228
H -0.58408 -0.21643 1.39990 0.096
H -3.11218 -0.03125 0.92790 0.523
H -2.17211 1.08071 -0.00092 0.494
```

=====

It is one) that is the most stable of them.

=====

one) The following is a quantum chemistry calculation of a 2-piece molecular cluster, C4H12NO overall, from the OMol25 dataset.

Its total charge is -1. As for the highest occupied orbital energy: -2.2710 eV. As for the frontier orbital gap: 6.69 eV.

```
18
Properties=species:S:1:pos:R:3:nbo_charge:R:1
C -1.51388 -1.63081 -1.55013 -0.594
C -0.05115 -2.07530 -1.72994 -0.616
H -2.06641 -2.46351 -1.10426 0.179
H -1.96821 -1.48652 -2.54014 0.156
H -1.62980 -0.74379 -0.93839 0.247
H 0.07349 -2.85200 -2.48930 0.160
H 0.55382 -1.20264 -1.98459 0.199
H 0.31632 -2.38031 -0.75259 0.255
C 0.52604 0.51218 0.65012 -0.017
O 0.02137 -0.71390 0.87443 -0.961
C 0.47936 1.46969 1.85485 -0.235
N 1.16333 2.73783 1.55706 -0.875
H 1.57271 0.45662 0.27736 0.086
H 0.00478 1.13020 -0.16399 0.029
H -0.56030 1.67523 2.13752 0.139
H 0.99595 0.99842 2.69672 0.165
H 0.71283 3.27326 0.83349 0.343
H 1.36975 3.29536 2.37178 0.339
```

=====

two) The following is a quantum chemistry calculation of a 2-piece molecular cluster, C4H12NO overall, from the OMol25 dataset.

Its total charge is -1. As for the highest occupied orbital energy: -2.3950 eV. As for the frontier orbital gap: 6.75 eV.

```
18
Properties=species:S:1:pos:R:3:nbo_charge:R:1
C -0.68841 -0.47139 0.88756 -0.601
C -0.94383 -1.31749 -0.36999 -0.402
C -2.21940 -0.82963 -1.07444 -0.604
H -0.93736 0.58221 0.78796 0.211
H 0.36677 -0.58937 1.12673 0.245
H -1.29663 -0.87547 1.71959 0.149
H -0.97047 -2.37591 -0.08719 0.161
H -0.13046 -1.14530 -1.07649 0.248
H -2.47447 -1.55398 -1.86185 0.176
H -3.08265 -0.86687 -0.40018 0.174
H -2.06101 0.13580 -1.55165 0.220
N 2.46963 0.80996 0.92786 -0.924
C 1.61926 1.60851 -0.04104 0.155
O 1.00559 0.83290 -0.92192 -0.941
H 3.15536 1.41026 1.37968 0.315
H 2.95414 0.07156 0.43220 0.339
H 0.92271 2.19606 0.61247 0.050
H 2.31121 2.37816 -0.48927 0.031
```

=====

It is two) that is the most stable of them.